39
Properties=species:S:1:pos:R:3:forces:R:3 method="wB97M-V/def2-TZVPD" relative_energy_ev=1.068 homo_lumo_gap_ev=9.9390 e_tot_ev=-32288.83002 smiles="CCCCOCCCNS(=O)(=O)c1ccccc1" spin_multiplicity=1 homo_ev=-9.3
C -2.9250 -2.4325 -2.0746 -0.114 0.202 -0.140
C -2.8188 -1.0728 -2.7540 0.260 -0.077 0.126
C -1.4061 -0.5051 -2.6452 -0.120 0.331 -0.199
C -1.3236 0.9027 -3.2408 -0.088 -0.227 0.029
O -0.0137 1.4187 -3.3417 0.278 0.022 -0.071
C 0.6408 1.6741 -2.1130 0.150 -0.115 -0.021
C 1.8796 0.7840 -1.9601 -0.222 0.231 0.126
C 2.4320 0.7939 -0.5348 0.269 0.347 -0.432
N 1.6243 0.0416 0.4033 -0.770 0.321 0.445
S 0.3377 0.7905 1.1725 0.346 -0.707 0.119
O -0.8923 0.1985 0.7177 0.131 -0.165 0.257
O 0.5055 2.2099 1.0795 0.308 0.012 0.104
C 0.6421 0.2682 2.8521 -0.230 0.193 -0.403
C 0.0353 -0.8733 3.3358 -0.155 -0.078 -0.067
C 0.3103 -1.2873 4.6292 0.032 0.007 -0.020
C 1.1867 -0.5562 5.4156 -0.012 -0.039 0.034
C 1.7877 0.5903 4.9186 0.001 0.026 -0.080
C 1.5150 1.0063 3.6260 0.077 0.141 0.064
H -2.2436 -3.1452 -2.5352 0.064 -0.111 -0.011
H -3.9366 -2.8242 -2.1547 -0.067 -0.118 0.043
H -2.6713 -2.3429 -1.0209 0.025 -0.058 0.133
H -3.5173 -0.3794 -2.2815 -0.086 0.052 -0.051
H -3.0982 -1.1634 -3.8065 -0.059 0.066 -0.018
H -1.1249 -0.4709 -1.5906 0.076 -0.055 -0.010
H -0.7053 -1.1555 -3.1749 0.058 -0.024 -0.001
H -1.9544 1.5836 -2.6508 -0.001 -0.020 -0.067
H -1.6898 0.8933 -4.2718 -0.099 0.003 0.121
H -0.0389 1.5199 -1.2712 -0.048 0.080 -0.180
H 0.9476 2.7274 -2.1065 -0.057 -0.087 0.097
H 2.6498 1.1243 -2.6533 0.035 -0.058 -0.046
H 1.6147 -0.2395 -2.2375 0.015 -0.034 -0.054
H 2.4671 1.8139 -0.1494 0.246 0.010 -0.087
H 3.4416 0.3699 -0.5186 -0.103 0.133 0.050
H 1.3354 -0.8562 0.0443 -0.163 -0.197 0.043
H -0.6517 -1.4085 2.6998 -0.110 -0.120 -0.011
H -0.1587 -2.1760 5.0234 -0.048 -0.066 0.017
H 1.3992 -0.8791 6.4239 0.016 -0.024 0.080
H 2.4648 1.1585 5.5381 0.051 0.060 0.037
H 1.9529 1.8981 3.2078 0.114 0.142 0.042